The following is a quantum chemistry calculation of 2 unconnected molecules or ions with the total composition C6H14N2O2, from OMol25.

Last column: Mulliken charge in e.
Geometry (Å):
C  2.36384  -0.48842  1.67657  -1.041
N  1.16459  -1.05532  1.10130  -0.165
C  -0.05078  -1.18500  1.80133  0.690
C  -1.06699  -2.13873  1.19419  -1.096
O  -0.25064  -0.49119  2.76936  -0.605
H  2.81016  -1.03154  2.49881  0.357
H  3.21684  -0.64447  0.95372  0.364
H  2.39506  0.59704  1.62983  0.303
H  1.34261  -1.77053  0.40948  0.247
H  -1.32285  -1.70600  0.21490  0.267
H  -0.58899  -3.09953  1.01421  0.388
H  -1.96648  -2.03208  1.78590  0.304
C  -1.61399  1.82632  -0.18335  -0.913
N  -0.45122  1.12134  -0.74350  -0.085
C  -0.34523  0.93172  -2.08786  0.786
C  1.06202  0.53825  -2.60496  -1.087
O  -1.24214  1.08138  -2.88851  -0.640
H  -1.94305  1.23109  0.67678  0.275
H  -1.31894  2.82151  0.14082  0.316
H  -2.38774  1.97678  -0.93117  0.328
H  0.33972  0.88922  -0.15854  0.090
H  1.00678  0.61108  -3.69863  0.327
H  1.75275  1.27428  -2.21784  0.325
H  1.24280  -0.51541  -2.45057  0.264

Strongest force on any atom ... 2.94 eV/Å
E ... -497.01331 Eh
ΔE to the lowest compared entry with this formula, charge and spin ... 27.7 kcal/mol
Orbital gap ... 10.03 eV
LUMO level ... 0.020 Eh
Spin multiplicity ... 1

***

The following is a quantum chemistry calculation of 2 unconnected molecules or ions with the total composition C6H9ClNO3, from OMol25.

Last column: Löwdin spin population.
Geometry (Å):
C  0.54346  0.48256  0.49690  -0.066
C  0.23883  -0.87363  0.67155  0.307
C  -1.10620  -1.44670  0.94304  0.030
O  -1.16225  -2.54504  1.48259  0.104
H  1.59095  0.73951  0.67325  0.001
Cl  -0.43420  1.68307  1.37007  -0.013
C  1.38158  -1.84255  0.62648  0.045
C  -2.38713  -0.71235  0.64680  -0.001
H  1.19153  -2.62669  -0.12157  0.012
H  2.31127  -1.32835  0.34526  0.000
H  1.52210  -2.32589  1.60093  0.016
H  -2.28682  -0.07627  -0.24322  0.000
H  -3.17367  -1.45853  0.48687  -0.001
H  -2.67157  -0.06104  1.48444  -0.001
C  0.48207  1.34383  -1.58270  0.395
H  -0.58050  1.30020  -1.81579  0.011
H  1.15018  0.62335  -2.05812  0.008
N  0.99489  2.68323  -1.65743  0.041
O  2.20695  2.83909  -1.70156  0.043
O  0.18852  3.60219  -1.64780  0.069

Strongest force on any atom ... 1.25 eV/Å
E ... -974.48450 Eh
ΔE to the lowest compared entry with this formula, charge and spin ... 24.8 kcal/mol
Orbital gap (spin up / spin down) ... 8.56 / 7.89 eV
LUMO level (spin up / spin down) ... -0.026 / -0.092 Eh
⟨S²⟩ ... 0.82
Spin multiplicity ... 2

***

The following is a quantum chemistry calculation of a molecular structure, C30H32FeN6O4S, from OMol25.

Last column: Mulliken charge in e.
Geometry (Å):
Fe  0.30886  0.65708  -0.82426  -0.207
C  2.11597  4.76243  2.56342  -0.601
C  2.69459  3.60183  2.06529  -0.847
C  1.91054  2.60344  1.50942  0.088
C  0.52382  2.74367  1.42088  -0.434
C  -0.04878  3.91804  1.91873  -0.205
C  0.73816  4.90876  2.48823  -0.916
N  -0.22406  1.73018  0.79385  0.760
C  -1.41839  1.36014  1.23358  0.547
C  -2.04887  1.75605  2.45476  -0.967
C  -3.28061  1.27433  2.78157  -0.747
C  -3.99784  0.37370  1.94677  -0.786
C  -3.42490  -0.05674  0.79024  -0.642
C  -2.14263  0.41009  0.43512  0.810
N  -1.42552  -0.03146  -0.64026  1.963
N  -1.88622  -0.90199  -1.43809  -1.579
C  -0.93583  -1.22336  -2.41193  0.172
C  -1.24950  -2.15327  -3.39028  -0.618
C  -0.29449  -2.47674  -4.33503  -0.219
C  0.95074  -1.86848  -4.28074  -1.121
C  1.18625  -0.94728  -3.27607  0.004
N  0.26754  -0.63176  -2.36460  0.519
H  2.72963  5.54235  2.99554  0.421
H  3.76913  3.47134  2.11186  0.440
H  2.36205  1.70577  1.10572  0.162
H  -1.12094  4.06014  1.83739  0.610
H  0.26780  5.81051  2.86331  0.382
H  -1.53523  2.42608  3.12968  0.613
H  -3.72482  1.58750  3.71954  0.416
H  -4.98040  0.02829  2.23817  0.395
H  -3.91730  -0.75930  0.13093  0.453
H  -2.23532  -2.59684  -3.38477  0.532
H  -0.51670  -3.19761  -5.11180  0.391
H  1.72212  -2.08926  -5.00425  0.421
H  2.13006  -0.42523  -3.19393  0.558
C  2.97072  8.13431  -1.35708  -1.488
C  2.55848  6.71126  -1.62860  1.010
C  1.38135  6.19467  -1.10088  -0.872
C  0.99864  4.88523  -1.35322  -0.419
C  1.80782  4.08720  -2.14348  -0.104
C  2.98400  4.58329  -2.69615  -0.557
C  3.35145  5.89013  -2.43185  -0.755
S  1.39341  2.40248  -2.41783  1.719
O  1.78179  2.08590  -3.76556  -0.733
O  -0.04400  2.23707  -2.11515  -0.761
O  2.10743  1.58689  -1.38509  -0.716
H  2.34007  8.58973  -0.59445  0.350
H  2.89486  8.73945  -2.26308  0.322
H  4.00668  8.18267  -1.01813  0.361
H  0.75271  6.82038  -0.47788  0.296
H  0.07954  4.48338  -0.94919  0.511
H  3.59000  3.94703  -3.32760  0.481
H  4.26770  6.28453  -2.85727  0.383
C  3.57047  -1.34141  -0.59195  -0.810
N  3.14815  -1.60664  0.77483  0.272
C  4.02078  -2.46127  1.56161  -0.663
C  3.71275  -2.30567  3.03352  -0.689
C  2.24444  -2.58873  3.25469  -0.667
N  1.42751  -1.79200  2.35520  0.341
C  0.03504  -1.62832  2.73370  -0.895
C  1.85001  -1.36568  1.13296  0.264
O  1.07231  -0.76056  0.38762  -0.447
H  4.61610  -1.03347  -0.58038  0.424
H  2.98174  -0.54460  -1.02580  -0.048
H  3.47752  -2.23755  -1.21569  0.351
H  5.04963  -2.16849  1.35066  0.360
H  3.91209  -3.51078  1.25810  0.306
H  3.94335  -1.28503  3.34687  0.297
H  4.32054  -2.99150  3.62354  0.364
H  1.95560  -2.33585  4.27610  0.363
H  2.03470  -3.65642  3.11361  0.300
H  -0.02925  -1.13858  3.70697  0.338
H  -0.46333  -2.60023  2.79671  0.321
H  -0.47572  -1.01766  1.99815  0.122

Strongest force on any atom ... 0.52 eV/Å
E ... -3453.86416 Eh
ΔE to the lowest compared entry with this formula, charge and spin ... 0.0 kcal/mol
Orbital gap (spin up / spin down) ... 5.95 / 5.95 eV
LUMO level (spin up / spin down) ... -0.023 / -0.024 Eh
Spin multiplicity ... 1

***

The following is a quantum chemistry calculation of a molecular structure, C15H22INO5PS2Si, from OMol25.

Last column: Mulliken charge in e.
Geometry (Å):
C  0.60276  -1.90013  1.18004  -1.098
Si  0.81518  -0.92467  2.76785  0.741
C  -0.90937  -0.70232  3.49769  -1.245
C  1.83513  -1.89402  4.01020  -1.131
S  1.54597  1.09883  2.37097  0.945
O  0.73977  1.46204  1.22863  -0.646
O  2.96829  1.13598  2.09847  -0.672
N  1.07103  2.03179  3.60526  -0.423
S  2.23559  2.62426  4.53735  1.034
O  2.97981  3.66411  3.91247  -0.630
O  1.63348  3.01824  5.78010  -0.657
P  3.64620  1.03391  5.06454  0.053
O  4.82595  2.02818  5.56549  -0.413
I  2.77153  0.10957  7.17287  -0.153
H  -0.27280  -1.52363  0.66707  0.241
H  0.41308  -2.93904  1.42375  0.348
H  1.47018  -1.83154  0.53564  0.325
H  -1.16336  0.35167  3.49632  0.382
H  -0.94168  -1.02720  4.52854  0.358
H  -1.64090  -1.21718  2.88655  0.358
H  1.36990  -1.79335  4.98148  0.288
H  1.80457  -2.95021  3.76709  0.338
H  2.86589  -1.56920  4.05783  0.300
H  5.62489  1.49634  5.72159  0.356
C  1.65746  3.32374  -2.66798  -0.603
C  1.09227  2.43546  -1.76328  -0.196
C  0.02719  1.63982  -2.15531  -0.330
C  -0.46748  1.72379  -3.44954  -0.294
C  0.09995  2.60977  -4.35535  -0.550
C  1.16125  3.41290  -3.96257  -0.275
H  2.48668  3.94814  -2.36162  0.371
H  1.47260  2.35843  -0.75372  0.459
H  -0.41380  0.95445  -1.44246  0.410
H  -1.29880  1.09888  -3.75323  0.297
H  -0.28535  2.67446  -5.36554  0.354
H  1.60232  4.10862  -4.66596  0.348
C  -2.76645  -1.64284  -3.34094  -0.067
C  -2.29742  -2.38208  -4.41677  -0.544
C  -3.14899  -3.24810  -5.08748  -0.293
C  -4.47180  -3.36911  -4.68666  -0.426
C  -4.94127  -2.62725  -3.61232  -0.306
C  -4.08781  -1.76653  -2.93725  -0.592
H  -2.10096  -0.97032  -2.81589  0.443
H  -1.26686  -2.28237  -4.73141  0.374
H  -2.78146  -3.82906  -5.92351  0.353
H  -5.13718  -4.04202  -5.21218  0.349
H  -5.97345  -2.72036  -3.30036  0.356
H  -4.45175  -1.19089  -2.09645  0.361

Strongest force on any atom ... 1.98 eV/Å
E ... -2740.75767 Eh
Orbital gap ... 8.00 eV
LUMO level ... 0.088 Eh
Spin multiplicity ... 1
Charge ... -1